No. 1
The following is a quantum chemistry calculation of a structure of composition C37H26F4N11O2OsS4 in a non-equilibrium geometry, from OMol25.

## Properties
**Energy relative to the best compared isomer or geometry (same formula, charge and spin)**: 98.6 kcal/mol
**Maximum force**: 3.38 eV/Å
**Total charge**: +1
**Lowest unoccupied orbital energy (spin up / spin down)**: -6.062 / -6.061 eV
**Total energy**: -4260.85685 Eh

Last column: Löwdin charge in e.
Cartesian coordinates (Å):
Os 0.44 0.41 -0.35  1.01
C 1.35 -3.33 4.79  -0.06
C 0.83 -3.24 3.37  -0.24
N 0.14 -1.98 3.21  0.00
C -0.20 -1.47 1.98  -0.45
S 1.50 -1.08 1.02  0.97
N -1.16 -0.34 2.12  0.08
N -1.10 0.52 1.05  -0.09
C -1.95 1.55 0.91  -0.22
C -2.87 2.01 1.99  0.01
C -1.88 2.20 -0.35  -0.20
C -2.77 3.22 -0.75  0.02
C -2.67 3.77 -2.00  -0.02
C -1.65 3.32 -2.86  0.00
C -0.80 2.33 -2.43  -0.09
N -0.89 1.77 -1.22  -0.04
H 1.76 -4.32 4.98  0.09
H 0.55 -3.14 5.51  0.08
H 2.15 -2.61 4.95  0.07
H 0.13 -4.05 3.16  0.12
H 1.67 -3.31 2.66  0.09
H 0.35 -1.28 3.91  0.15
H -2.68 1.45 2.91  0.08
H -3.92 1.87 1.71  0.10
H -2.73 3.07 2.20  0.11
H -3.55 3.54 -0.08  0.12
H -3.36 4.53 -2.33  0.12
H -1.54 3.74 -3.85  0.12
H -0.03 1.95 -3.08  0.10
N 7.73 1.23 -1.23  0.14
C 6.80 0.82 -0.35  -0.30
C 6.63 1.50 0.87  -0.01
C 5.69 1.08 1.78  -0.07
C 4.91 -0.03 1.49  -0.31
C 5.03 -0.71 0.28  -0.07
C 5.96 -0.28 -0.63  -0.01
S 3.77 -0.58 2.72  0.66
O 3.58 -1.98 2.71  -0.27
O 3.91 0.15 3.94  -0.31
N 2.21 0.01 2.10  -0.43
C 2.02 1.34 1.96  -0.68
S 2.66 2.46 3.11  1.17
C 1.91 3.74 2.21  -0.33
C 1.26 3.25 1.13  -0.21
N 1.33 1.90 0.99  -0.12
H 8.41 1.92 -0.96  0.11
H 7.94 0.66 -2.04  0.11
H 7.26 2.35 1.09  0.12
H 5.58 1.56 2.74  0.10
H 4.41 -1.56 0.08  0.11
H 6.07 -0.80 -1.58  0.12
H 1.98 4.75 2.54  0.08
H 0.72 3.83 0.40  0.12
F -3.00 -1.30 -2.00  0.14
C -2.77 -1.48 -0.69  -0.12
C -3.83 -1.23 0.18  -0.10
F -5.03 -0.97 -0.35  0.16
C -3.64 -1.13 1.56  -0.01
C -2.28 -1.45 2.05  -0.25
C -1.28 -2.23 1.16  -0.25
F -1.28 -3.60 1.26  0.12
C -1.48 -1.80 -0.29  -0.02
C -0.36 -1.60 -1.19  -0.40
C 0.72 -2.53 -1.13  -0.32
N 1.57 -3.30 -1.12  0.22
C -0.54 -1.15 -2.54  -0.28
N -0.55 -0.79 -3.63  0.22
F -2.35 -1.96 3.30  0.12
C -4.64 -0.76 2.47  -0.14
C -5.97 -0.49 2.09  -0.18
N -7.06 -0.24 1.85  0.23
C -4.40 -0.52 3.83  -0.19
N -4.25 -0.24 4.93  0.23
S 2.30 0.40 -1.74  0.68
C 2.47 1.41 -3.17  -0.64
C 2.95 2.72 -3.02  -0.12
C 3.16 3.48 -4.15  -0.08
C 2.93 2.96 -5.41  -0.08
C 2.46 1.66 -5.54  -0.07
C 2.23 0.87 -4.43  -0.12
H 3.14 3.10 -2.03  0.10
H 3.53 4.49 -4.04  0.10
H 3.11 3.56 -6.28  0.11
H 2.27 1.25 -6.52  0.11
H 1.87 -0.14 -4.52  0.09


No. 2
The following is a quantum chemistry calculation of a structure of composition C37H26F6IMoN9O4S2 in a non-equilibrium geometry, from OMol25.

## Properties
**Maximum force**: 1.89 eV/Å
**Multiplicity**: 3
**Lowest unoccupied orbital energy (spin up / spin down)**: -1.056 / -1.482 eV
**Total energy**: -3981.01031 Eh

Last column: Mulliken spin population.
Cartesian coordinates (Å):
Mo 0.20 0.16 0.36  1.92
S 2.18 0.88 1.64  -0.01
C 1.92 0.87 3.36  0.00
C 2.82 1.47 4.24  0.01
C 2.55 1.52 5.60  0.00
C 3.50 2.15 6.49  0.00
N 4.27 2.65 7.18  0.00
C 1.35 0.99 6.10  0.00
C 0.47 0.37 5.23  0.01
C 0.75 0.30 3.87  0.01
S -0.31 -0.52 2.75  -0.03
C 1.01 1.10 7.50  0.00
N 0.73 1.20 8.61  0.00
H 3.74 1.89 3.86  0.00
H -0.45 -0.06 5.61  0.00
C 0.38 -13.50 -1.24  0.00
O -0.71 -12.72 -0.77  0.00
C -0.54 -11.38 -0.72  0.00
C -1.62 -10.63 -0.25  0.00
C -1.53 -9.26 -0.16  0.00
C -0.36 -8.60 -0.54  0.00
C 0.71 -9.35 -1.00  0.00
C 0.64 -10.73 -1.09  0.00
C -0.30 -7.13 -0.42  0.00
N -1.30 -6.36 -0.08  0.00
C -0.79 -5.08 -0.08  0.00
C 0.54 -5.08 -0.41  0.00
N 0.84 -6.41 -0.63  0.00
C 1.34 -3.90 -0.49  -0.02
C 2.68 -3.83 -0.90  0.03
C 3.29 -2.61 -0.96  -0.02
C 2.58 -1.46 -0.60  0.04
N 1.33 -1.51 -0.19  -0.04
C 0.70 -2.71 -0.16  0.01
C -0.70 -2.69 0.20  0.03
N -1.23 -1.48 0.47  -0.03
C -2.52 -1.38 0.71  0.00
C -3.36 -2.49 0.74  0.00
C -2.83 -3.74 0.51  0.00
C -1.46 -3.86 0.22  0.00
H 0.04 -14.54 -1.21  0.00
H 1.25 -13.39 -0.60  0.00
H 0.64 -13.25 -2.27  0.00
H -2.52 -11.16 0.03  0.00
H -2.37 -8.68 0.20  0.00
H 1.63 -8.87 -1.31  0.00
H 1.49 -11.29 -1.46  0.00
H 1.74 -6.78 -0.87  0.00
H 3.23 -4.73 -1.17  0.00
H 4.32 -2.51 -1.28  0.00
H 3.03 -0.48 -0.66  0.02
H -2.90 -0.38 0.90  0.00
H -4.41 -2.36 0.94  0.00
H -3.44 -4.63 0.53  0.00
N 0.64 -1.07 -3.13  0.00
C -0.69 -0.64 -3.53  0.00
C -1.51 -0.03 -2.41  -0.01
O -2.69 0.20 -2.56  0.01
O -0.87 0.27 -1.29  0.04
H 1.13 -0.30 -2.68  0.00
H 1.18 -1.31 -3.96  0.00
H -1.26 -1.50 -3.88  0.00
H -0.72 0.10 -4.34  0.00
C 1.46 3.71 -0.18  0.00
C 1.85 2.61 -1.17  0.01
O 1.45 1.33 -0.87  0.02
C 3.41 2.62 -1.32  0.00
F 3.86 1.47 -1.86  0.00
F 3.85 3.62 -2.11  0.00
F 4.01 2.76 -0.13  0.00
C 1.24 3.00 -2.55  0.00
F -0.10 2.80 -2.52  0.00
F 1.43 4.28 -2.88  0.00
F 1.73 2.24 -3.55  0.00
H 1.69 3.38 0.82  0.00
H 0.39 3.92 -0.26  0.00
H 2.00 4.63 -0.39  0.00
I -3.59 5.20 -0.05  0.00
C -2.36 3.73 0.70  0.00
C -1.84 3.65 1.97  0.02
N -1.08 2.55 2.01  0.01
N -1.07 1.91 0.83  -0.05
C -1.86 2.62 0.02  0.02
H -1.97 4.28 2.84  0.00
H -0.62 2.12 2.79  0.00
H -2.03 2.31 -1.00  0.01


No. 3
The following is a quantum chemistry calculation of a structure of composition C37H27BrIN5O3SSr in a non-equilibrium geometry, from OMol25.

## Properties
**Energy relative to the best compared isomer or geometry (same formula, charge and spin)**: 18.0 kcal/mol
**Maximum force**: 2.85 eV/Å
**Lowest unoccupied orbital energy**: 0.020 eV
**Total energy**: -5226.38017 Eh

Last column: Löwdin charge in e.
Cartesian coordinates (Å):
Sr -0.81 0.18 -0.40  1.20
C 2.25 2.52 2.58  -0.02
C 1.37 2.04 1.60  -0.15
N 0.96 0.80 1.52  0.06
C 1.41 -0.08 2.45  -0.14
C 2.31 0.29 3.45  -0.13
C 2.72 1.64 3.51  0.00
C 2.81 -0.68 4.38  -0.02
C 2.44 -1.97 4.28  -0.02
C 1.51 -2.39 3.27  -0.14
C 1.11 -3.73 3.15  0.00
C 0.22 -4.08 2.17  -0.03
C -0.28 -3.07 1.34  -0.15
N 0.06 -1.80 1.43  0.08
C 0.97 -1.46 2.37  -0.13
H 2.54 3.56 2.58  0.11
H 1.00 2.72 0.84  0.05
H 3.41 1.95 4.28  0.12
H 3.51 -0.36 5.14  0.12
H 2.83 -2.72 4.96  0.11
H 1.52 -4.47 3.83  0.12
H -0.10 -5.10 2.03  0.11
H -0.98 -3.32 0.55  0.10
I 0.84 2.58 -2.08  1.01
C 2.75 1.73 -2.12  -0.63
C 3.77 2.54 -2.54  -0.18
C 5.08 2.03 -2.59  -0.10
C 5.32 0.74 -2.23  -0.05
C 4.26 -0.11 -1.79  -0.19
C 4.54 -1.44 -1.42  -0.07
C 3.52 -2.25 -1.03  -0.10
C 2.20 -1.76 -0.99  -0.20
C 1.82 -0.46 -1.30  -0.19
C 2.92 0.36 -1.73  -0.28
H 3.58 3.56 -2.83  0.08
H 5.89 2.67 -2.93  0.10
H 6.32 0.33 -2.26  0.11
H 5.57 -1.79 -1.46  0.10
H 3.72 -3.28 -0.75  0.09
H 1.44 -2.48 -0.70  0.04
C -0.52 -2.44 -5.88  -0.10
C 0.51 -2.69 -4.78  -0.22
C -0.08 -2.72 -3.44  -0.20
N -0.49 -2.76 -2.37  0.19
H -0.03 -2.47 -6.85  0.07
H -1.00 -1.47 -5.76  0.08
H -1.30 -3.21 -5.87  0.08
H 1.27 -1.91 -4.76  0.12
H 1.03 -3.64 -4.92  0.12
O -1.40 2.13 3.18  0.07
C -2.05 2.28 2.17  -0.51
N -2.35 1.26 1.25  -0.19
S -3.25 1.87 0.03  0.60
O -2.47 1.69 -1.22  -0.53
O -4.59 1.37 -0.04  -0.28
C -3.24 3.55 0.53  -0.23
C -3.85 4.64 -0.06  -0.02
C -3.77 5.84 0.62  -0.06
C -3.12 5.92 1.86  -0.06
C -2.53 4.81 2.43  0.01
C -2.61 3.61 1.74  -0.14
H -4.37 4.56 -1.01  0.12
H -4.22 6.73 0.21  0.11
H -3.08 6.88 2.37  0.11
H -2.02 4.84 3.39  0.12
Br -7.13 -2.71 0.12  0.78
C -5.32 -2.27 -0.15  -0.68
C -4.46 -2.14 0.93  -0.08
C -3.15 -1.79 0.68  -0.17
N -2.65 -1.61 -0.55  -0.06
C -3.49 -1.74 -1.57  -0.13
C -4.83 -2.08 -1.42  -0.09
H -4.81 -2.27 1.95  0.11
H -2.44 -1.67 1.49  0.09
H -3.08 -1.61 -2.56  0.11
H -5.47 -2.17 -2.29  0.11